This record from the OMol25 dataset describes C23H24FN3O5S in the gas phase. The level of theory is wB97M-V/def2-TZVPD.

Calculated values
ΔE to the lowest compared entry with this formula, charge and spin (eV): 1.408
SMILES: O=C(CN(CCc1ccccc1)C(=O)CNS(=O)(=O)c1ccc(F)cc1)NCc1ccco1
Energy (a.u.): -1929.38168
Multiplicity: 1
Kohn-Sham gap (eV): 8.8

XYZ file:
```
57
Properties=species:S:1:pos:R:3:forces:R:3
O -0.15507 3.44061 -2.31664 0.2 0.2 -0.2
C -0.56179 2.71070 -1.43571 0.0 0.2 0.5
N -1.34471 1.63809 -1.63459 -0.3 -0.3 0.0
H -1.54067 1.00957 -0.86324 0.1 0.2 0.0
C -1.51533 1.04350 -2.94681 0.3 0.0 0.0
C -1.05172 -0.37455 -2.90410 -0.9 -0.3 -0.4
C -1.70153 -1.55145 -3.12887 0.2 0.7 0.0
C -0.77015 -2.57992 -2.84610 0.5 0.1 0.2
C 0.37046 -1.95048 -2.46314 -0.3 -0.9 -0.1
O 0.21347 -0.61713 -2.49742 0.2 0.6 0.0
H 1.32705 -2.32409 -2.15562 0.2 0.0 0.1
H -0.93455 -3.63541 -2.90817 0.0 -0.2 0.0
H -2.71396 -1.67088 -3.45617 -0.2 0.1 0.0
H -2.56774 1.06959 -3.24438 0.2 -0.1 -0.1
H -0.92666 1.64525 -3.64842 -0.2 -0.1 0.1
C -0.21402 2.93619 0.04279 -0.1 0.2 -0.1
N 0.39524 1.73992 0.59484 -0.1 0.3 -0.1
C -0.27190 1.04289 1.52603 0.2 0.2 0.2
O -1.33878 1.41796 1.99848 -0.1 0.1 0.2
C 0.32326 -0.27064 2.04294 0.0 0.1 -0.2
N -0.76788 -1.13397 2.45248 -0.6 -0.4 -0.3
S -1.61156 -1.66344 1.08062 -0.2 -0.2 0.4
O -1.49819 -0.66868 0.04197 -0.2 -0.1 0.1
O -1.14463 -2.97389 0.75574 -0.1 -0.3 0.1
C -3.30078 -1.72814 1.65256 0.7 0.1 -0.1
C -3.94504 -0.53530 1.92865 -0.2 0.1 0.0
C -5.25605 -0.56307 2.37145 -0.1 -0.1 0.0
C -5.87846 -1.79272 2.52108 0.2 0.0 0.0
C -5.23775 -2.99040 2.24528 -0.1 0.2 0.0
C -3.92661 -2.95068 1.80302 0.1 -0.1 0.0
H -3.37584 -3.84728 1.56872 0.0 -0.2 0.0
H -5.76346 -3.92262 2.37646 -0.1 -0.1 0.0
F -7.15077 -1.82518 2.95127 0.1 0.0 0.0
H -5.79479 0.34277 2.59889 -0.1 0.1 0.0
H -3.41632 0.39760 1.80029 0.0 0.2 0.0
H -1.40579 -0.59210 3.02777 -0.1 0.0 0.0
H 0.95887 -0.07895 2.91168 0.0 0.0 -0.1
H 0.88636 -0.80745 1.28267 0.3 0.2 0.1
C 1.64264 1.32902 -0.01712 0.4 -0.2 0.2
H 1.61466 0.26459 -0.26269 0.0 0.1 -0.1
H 1.74396 1.87249 -0.95866 0.0 -0.1 0.0
C 2.86004 1.63657 0.86865 -0.1 -0.1 -0.3
C 4.11006 1.15247 0.18937 0.0 0.1 0.1
C 4.80298 1.97618 -0.68774 0.0 0.0 0.0
C 5.93250 1.51593 -1.34103 0.0 0.0 -0.1
C 6.37966 0.22325 -1.12785 0.1 0.0 0.0
C 5.69185 -0.60680 -0.25921 0.0 -0.1 0.0
C 4.56281 -0.14458 0.39336 0.0 0.0 0.0
H 4.03004 -0.79514 1.07301 -0.1 -0.1 0.1
H 6.03582 -1.61644 -0.08897 0.0 -0.1 0.0
H 7.26180 -0.13629 -1.63630 0.1 0.0 0.0
H 6.46457 2.16758 -2.01817 0.0 0.1 -0.1
H 4.45696 2.98552 -0.85760 0.0 0.1 0.0
H 2.91418 2.71372 1.03657 0.0 0.0 0.1
H 2.74455 1.14388 1.83506 0.0 0.0 0.0
H 0.47675 3.78046 0.11650 -0.1 -0.1 -0.1
H -1.11803 3.15140 0.61652 0.1 0.0 -0.1
```
Positions in Å, forces in eV/Å.


This record from the OMol25 dataset describes C5H3N in the gas phase in a non-equilibrium geometry. The level of theory is wB97M-V/def2-TZVPD.

Calculated values
ΔE to the lowest compared entry with this formula, charge and spin (eV): 0.788
SMILES: C#C/C=C\C#N
Energy (a.u.): -246.95308
Multiplicity: 1
Kohn-Sham gap (eV): 9.1

XYZ file:
```
9
Properties=species:S:1:pos:R:3:forces:R:3
C 1.64773 -1.34429 0.10877 -1.8 2.5 -1.8
C 1.13478 -0.20988 -0.08605 2.5 -3.4 1.4
C 0.44649 1.06340 -0.02201 -3.1 -4.0 0.5
C -0.92715 0.91781 0.09837 1.3 2.0 -1.4
C -1.53463 -0.39094 0.05083 -1.7 -2.3 -0.3
H 1.90920 -2.43049 -0.06455 -0.3 2.0 0.6
H 0.92911 1.97430 0.02440 0.9 1.7 -0.2
H -1.54081 1.86394 -0.07916 0.5 -1.7 0.8
N -2.06472 -1.44384 -0.03061 1.6 3.2 0.3
```
Positions in Å, forces in eV/Å.


This record from the OMol25 dataset describes a molecular structure, C16H19Co2O6Si in a non-equilibrium geometry. The level of theory is wB97M-V/def2-TZVPD.

Calculated values
ΔE to the lowest compared entry with this formula, charge and spin (eV): 0.000
Energy (a.u.): -4127.54038
Multiplicity: 1
Kohn-Sham gap (eV): 6.6
Charge: -1

XYZ file:
```
44
Properties=species:S:1:pos:R:3:forces:R:3
C -1.28261 1.00452 0.81808 0.0 0.3 -0.2
C -1.07901 -0.34656 1.44662 0.9 -1.0 0.0
C 0.01306 -1.07920 1.13888 -0.6 0.6 0.5
C -2.12063 -0.87009 2.41114 -0.1 0.2 0.3
Si -2.15063 -0.11626 4.15752 0.2 -0.1 -0.4
C -3.65108 -0.80346 5.06596 0.0 0.0 0.1
C -0.58768 -0.59827 5.07281 0.1 0.0 0.2
C -2.28607 1.75274 4.07497 0.0 0.2 0.1
H -2.32909 1.32552 0.87328 0.1 0.0 0.0
H -0.65865 1.77719 1.29341 -0.2 -0.2 0.0
H -0.98839 0.97093 -0.23820 0.0 0.0 0.3
H 0.19371 -2.04780 1.60594 -0.1 0.1 -0.1
H 0.75235 -0.71468 0.42863 -0.2 -0.1 0.1
H -3.13605 -0.68354 2.02505 0.2 -0.2 -0.1
H -2.00256 -1.95488 2.55998 -0.1 0.2 -0.2
H -3.71811 -0.36820 6.07404 0.0 -0.1 -0.2
H -4.58175 -0.56531 4.53101 0.2 -0.1 0.1
H -3.58497 -1.89584 5.17129 0.0 0.2 0.0
H -0.53325 -0.06073 6.03128 0.1 -0.2 -0.2
H -0.57261 -1.67652 5.28639 0.0 0.2 -0.1
H 0.30743 -0.34918 4.48680 -0.2 -0.1 0.1
H -2.31247 2.16040 5.09637 0.0 0.0 -0.2
H -1.43122 2.20352 3.55383 -0.2 -0.1 0.1
H -3.20859 2.06544 3.56567 0.2 0.0 0.1
O 5.08588 2.57366 -4.84185 -0.6 -0.1 0.0
C 4.07238 2.07070 -4.61198 1.3 0.0 0.3
Co 2.48160 1.37216 -4.33028 -0.3 0.2 -0.2
C 1.81337 1.08620 -5.94027 -0.6 0.3 -1.3
O 1.45528 1.05784 -7.03953 0.3 -0.1 0.8
C 1.69432 2.88407 -3.96853 -0.6 0.2 0.5
O 1.21551 3.91728 -3.76903 0.4 -0.7 -0.2
C 1.97748 0.49484 -2.62934 -0.9 2.4 1.0
C 0.97957 -0.46351 -2.53570 -1.8 1.2 1.2
C -0.21647 -0.82077 -2.04550 0.3 -0.2 -0.6
Co 2.38060 -1.00174 -3.56292 3.1 -3.1 -2.4
C 1.60196 -1.49483 -5.11997 -1.1 -1.0 -1.1
O 1.12629 -1.91808 -6.08202 0.6 0.5 1.1
C 4.03289 -0.70997 -4.38089 0.8 -1.1 0.5
O 5.08299 -0.86871 -4.84359 -1.3 0.6 0.3
C 2.58983 -2.63449 -2.83684 0.7 -0.6 0.3
O 2.71029 -3.71812 -2.45029 -0.4 1.4 -0.4
H 2.35507 1.00655 -1.73257 -0.1 -0.5 -0.2
H -0.47163 -1.87259 -1.89794 -0.1 0.2 -0.4
H -1.01835 -0.09023 -1.91172 0.4 -0.2 0.4
```
Positions in Å, forces in eV/Å.


This record from the OMol25 dataset describes a molecular structure, C14H15NO3Ti in a non-equilibrium geometry. The level of theory is wB97M-V/def2-TZVPD.

Calculated values
ΔE to the lowest compared entry with this formula, charge and spin (eV): 0.000
Energy (a.u.): -1672.32085
Multiplicity: 3
Kohn-Sham gap (spin up / spin down) (eV): 3.2 / 4.6
Charge: -2

XYZ file:
```
34
Properties=species:S:1:pos:R:3:forces:R:3
C -1.39451 0.16772 -2.00215 0.5 0.8 -0.4
C -0.03376 0.04912 -1.58439 0.5 1.0 -0.5
C 0.34739 1.27732 -0.92625 0.0 -0.3 -1.6
C -0.76836 2.16333 -0.98379 0.1 -0.5 -1.0
C -1.84157 1.48107 -1.64228 1.2 0.0 -1.0
Ti -1.21489 0.26011 0.33155 -5.5 2.9 1.1
N -3.00705 1.07481 0.52640 1.6 -1.4 -0.1
C 1.30812 -1.45116 0.55180 1.4 -1.4 0.2
C 2.36408 -0.67961 0.26041 -0.1 -0.7 0.0
H 1.33848 1.50472 -0.54609 -0.5 0.0 0.1
H 0.62820 -0.78705 -1.77485 -0.3 0.1 0.0
H -0.76500 3.18329 -0.60384 -0.3 -0.4 0.0
H -2.79524 1.91314 -1.92932 0.2 -0.3 0.6
H -1.95500 -0.59922 -2.53602 0.1 0.3 0.3
H 2.56922 -0.27714 -0.73391 -0.2 -0.1 0.3
H 1.24013 -1.87714 1.55636 -0.1 0.3 -0.2
H -3.85080 1.19706 1.09169 0.4 -0.3 0.2
H 3.11773 -0.47825 1.02698 -0.4 0.2 -0.1
H 0.63556 -1.93279 -0.17307 0.2 0.8 0.5
O 0.59232 1.90906 4.23463 -0.1 0.3 -0.5
C 0.35736 0.68608 4.74610 0.5 -0.5 2.0
C 0.66815 0.45357 6.08968 -0.1 1.1 -1.6
C 0.49518 -0.81938 6.62474 -0.1 -1.2 1.0
C 0.00368 -1.87480 5.84321 -0.1 0.0 -0.5
C -0.33908 -1.65875 4.51180 0.0 -1.2 1.3
C -0.17468 -0.38264 3.96271 -0.2 1.5 -2.3
C -0.52781 -0.13380 2.59702 0.1 -0.6 1.4
O -1.08613 -1.03922 1.84442 0.4 -0.7 0.5
O -0.30646 1.00974 2.00603 0.6 0.1 0.3
H 0.31329 1.85531 3.28017 -0.1 0.0 0.1
H 1.05132 1.28244 6.68288 0.0 -0.1 -0.1
H 0.75014 -0.99067 7.67061 -0.1 -0.1 -0.1
H -0.11793 -2.86902 6.27463 0.0 0.1 0.0
H -0.73625 -2.44317 3.86892 0.1 0.1 0.2
```
Positions in Å, forces in eV/Å.